No. 1
The following is a DFT calculation (ωB97M-V/def2-TZVPD) of a structure of composition C36H47GeN3RuS2Si.

```
91
Properties=species:S:1:pos:R:3:lowdin_spin:R:1
Ru -0.291 -0.606 -1.532 1.544
C -2.165 3.203 2.055 0.008
Si -0.367 3.000 2.580 0.005
C -0.257 3.232 4.435 0.001
C 0.709 4.290 1.760 0.003
C 0.135 1.230 2.183 0.138
C 0.414 0.317 3.220 0.302
C 0.680 -1.053 2.868 0.237
C 0.611 -1.474 1.558 0.117
N 0.339 -0.626 0.543 0.363
C 0.139 0.742 0.884 0.236
S -0.120 1.654 -0.531 0.591
H -2.557 4.191 2.315 0.000
H -2.793 2.455 2.551 0.000
H -2.246 3.084 0.967 0.006
H -0.561 4.250 4.702 0.000
H 0.770 3.091 4.789 0.000
H -0.904 2.538 4.981 0.001
H 0.426 5.286 2.116 0.000
H 0.623 4.270 0.672 0.002
H 1.763 4.126 2.012 0.000
H 0.438 0.633 4.255 0.020
H 0.920 -1.782 3.632 0.009
H 0.790 -2.506 1.287 0.003
C 1.258 -0.918 -2.315 0.133
Ge 3.114 -1.230 -1.731 0.049
C 3.241 -2.726 -0.475 0.009
C 2.479 -3.873 -0.715 0.002
C 2.519 -4.954 0.155 0.000
C 3.327 -4.904 1.287 0.001
C 4.103 -3.779 1.531 0.001
C 4.061 -2.698 0.654 0.004
C 4.204 -1.664 -3.291 0.003
C 3.687 -1.627 -4.586 0.001
C 4.489 -1.944 -5.679 0.000
C 5.818 -2.297 -5.487 0.000
C 6.347 -2.336 -4.201 0.000
C 5.543 -2.024 -3.112 0.002
C 3.731 0.442 -0.908 0.007
C 4.306 1.444 -1.693 0.004
C 4.662 2.669 -1.141 0.000
C 4.455 2.910 0.212 0.003
C 3.879 1.927 1.008 0.000
C 3.512 0.706 0.451 0.004
H 1.831 -3.916 -1.586 0.001
H 1.921 -5.835 -0.045 0.000
H 3.357 -5.744 1.970 0.000
H 4.743 -3.740 2.406 0.000
H 4.684 -1.837 0.847 0.000
H 2.650 -1.348 -4.742 0.002
H 4.075 -1.916 -6.680 0.000
H 6.442 -2.543 -6.337 0.000
H 7.383 -2.612 -4.048 0.000
H 5.964 -2.065 -2.109 0.000
H 4.484 1.264 -2.749 0.000
H 5.105 3.435 -1.767 0.000
H 4.738 3.864 0.643 0.000
H 3.706 2.108 2.063 0.000
H 3.031 -0.032 1.076 0.000
C -4.365 -0.448 3.873 0.001
C -4.967 -1.099 2.628 0.000
C -3.997 -2.022 1.894 0.001
C -2.708 -1.341 1.467 0.003
N -2.950 -0.158 0.644 0.029
C -3.052 -0.130 -0.689 0.033
S -2.707 -1.496 -1.659 0.066
N -3.439 1.049 -1.218 0.027
C -3.436 1.352 -2.654 0.005
C -4.715 0.942 -3.370 0.001
C -5.956 1.767 -3.028 0.000
C -6.534 1.525 -1.632 0.000
H -5.116 0.124 4.422 0.000
H -3.547 0.239 3.629 0.001
H -3.957 -1.204 4.552 0.000
H -5.327 -0.325 1.940 0.000
H -5.848 -1.677 2.912 0.000
H -4.479 -2.442 1.006 0.000
H -3.729 -2.864 2.541 0.000
H -2.087 -2.020 0.897 0.001
H -2.124 -1.015 2.328 0.002
H -3.181 0.693 1.138 0.001
H -3.315 1.848 -0.613 0.005
H -2.587 0.867 -3.110 0.004
H -3.285 2.430 -2.741 0.000
H -4.901 -0.118 -3.175 0.000
H -4.516 1.028 -4.444 0.000
H -6.726 1.535 -3.768 0.000
H -5.729 2.833 -3.155 0.000
H -6.690 0.456 -1.457 0.000
H -7.498 2.026 -1.521 0.000
H -5.878 1.894 -0.842 0.000
```

Summary:
HOMO-LUMO gap (spin up / spin down) = 0.1922 / 0.2038 Ha
Lowest unoccupied orbital energy (spin up / spin down) = 0.349 / -2.475 eV
<S²> = 6.038
Relative energy (zero: lowest compared OMol25 entry of this formula, charge and spin) = 10.7 kcal per mole
2S+1 = 5



No. 2
The following is a DFT calculation (ωB97M-V/def2-TZVPD) of a structure of composition C36H48BF3N9S4Ti.

```
102
Properties=species:S:1:pos:R:3:lowdin_charge:R:1
Ti -0.168 -0.136 -0.083 0.391
C 4.444 0.798 -2.771 -0.057
C 4.355 0.517 -1.307 -0.233
C 5.412 0.640 -0.461 0.073
C 5.260 0.335 0.915 -0.197
N 4.087 0.056 1.411 0.201
N 3.025 -0.020 0.598 0.016
B 1.661 -0.301 1.266 -0.710
N 1.472 -1.766 1.635 -0.010
N 2.507 -2.589 1.483 0.206
C 2.380 -3.851 1.788 -0.200
C 1.158 -4.360 2.278 0.073
C 0.092 -3.526 2.457 -0.237
C -1.231 -3.993 2.968 -0.047
C 0.269 -2.163 2.107 -0.595
S -1.001 -1.014 2.150 0.759
C 3.596 -4.750 1.634 -0.548
C 4.814 -3.939 1.192 -0.061
C 3.888 -5.398 2.998 -0.035
C 3.300 -5.834 0.589 -0.035
N 1.457 0.589 2.519 -0.034
N 1.897 0.087 3.667 0.195
C 1.630 0.707 4.790 -0.185
C 0.913 1.920 4.785 0.087
C 0.469 2.453 3.604 -0.228
C -0.348 3.700 3.535 -0.050
C 0.748 1.725 2.425 -0.599
S 0.136 2.160 0.885 0.793
C 2.120 0.023 6.060 -0.542
C 1.688 0.777 7.316 -0.057
C 1.553 -1.404 6.099 -0.036
C 3.652 -0.040 5.999 -0.040
C 3.114 0.109 -0.735 -0.551
S 1.762 -0.214 -1.717 0.812
C 6.480 0.314 1.822 -0.544
C 6.095 0.007 3.267 -0.057
C 7.189 1.674 1.766 -0.036
C 7.407 -0.799 1.302 -0.027
H 5.442 1.134 -3.043 0.088
H 3.717 1.561 -3.054 0.083
H 4.200 -0.098 -3.344 0.084
H 6.370 0.976 -0.837 0.128
H 1.064 -5.417 2.490 0.128
H -1.274 -5.080 3.009 0.087
H -2.036 -3.613 2.339 0.070
H -1.404 -3.598 3.972 0.095
H 5.019 -3.141 1.907 0.066
H 4.642 -3.485 0.215 0.085
H 5.686 -4.591 1.128 0.092
H 3.971 -4.635 3.775 0.092
H 4.829 -5.948 2.957 0.091
H 3.103 -6.097 3.286 0.080
H 3.087 -5.382 -0.382 0.091
H 2.446 -6.450 0.875 0.080
H 4.167 -6.487 0.481 0.092
H 0.676 2.415 5.716 0.120
H -0.511 4.106 4.532 0.087
H -1.313 3.490 3.070 0.086
H 0.143 4.450 2.913 0.090
H 0.601 0.837 7.392 0.091
H 2.109 1.784 7.343 0.090
H 2.054 0.244 8.194 0.092
H 0.464 -1.382 6.188 0.091
H 1.959 -1.941 6.958 0.090
H 1.818 -1.941 5.188 0.070
H 4.076 0.960 5.885 0.090
H 3.960 -0.650 5.153 0.063
H 4.052 -0.476 6.916 0.092
H 5.584 0.856 3.719 0.080
H 6.992 -0.208 3.850 0.094
H 5.431 -0.855 3.315 0.066
H 6.492 2.477 2.011 0.094
H 7.615 1.874 0.782 0.079
H 8.003 1.694 2.491 0.093
H 6.899 -1.764 1.349 0.074
H 8.306 -0.854 1.918 0.094
H 7.712 -0.621 0.269 0.084
F -5.033 0.552 -2.429 0.122
C -4.585 1.751 -2.002 -0.605
F -4.984 1.913 -0.733 0.142
F -5.216 2.683 -2.736 0.138
C -3.092 1.873 -2.150 -0.105
C -2.543 2.876 -2.915 0.030
C -1.155 2.989 -3.002 -0.029
C -0.377 2.097 -2.311 -0.171
N -0.895 1.097 -1.578 -0.193
C -2.239 0.967 -1.475 -0.656
S -2.750 -0.299 -0.444 0.711
H -3.189 3.572 -3.431 0.132
H -0.697 3.772 -3.588 0.114
H 0.702 2.163 -2.325 0.081
C -3.080 -3.338 -2.267 -0.021
N -1.683 -2.956 -2.486 -0.157
C -1.249 -2.738 -3.869 0.003
C -0.955 -2.490 -1.526 -0.271
N -0.209 -2.114 -0.709 0.064
H -3.312 -4.176 -2.922 0.099
H -3.742 -2.500 -2.488 0.084
H -3.226 -3.634 -1.232 0.099
H -1.216 -3.692 -4.394 0.099
H -0.257 -2.291 -3.878 0.095
H -1.948 -2.073 -4.377 0.102
```

Summary:
HOMO-LUMO gap (spin up / spin down) = 0.2498 / 0.2498 Ha
Charge = +1
Lowest unoccupied orbital energy (spin up / spin down) = -2.753 / -2.754 eV
Relative energy (zero: lowest compared OMol25 entry of this formula, charge and spin) = 18.5 kcal per mole



No. 3
The following is a DFT calculation (ωB97M-V/def2-TZVPD) of a structure of composition C36H48FInN6O13P2SSi.

```
109
Properties=species:S:1:pos:R:3:lowdin_charge:R:1
In 0.142 0.637 -0.160 0.586
C 1.115 0.232 4.074 -0.045
C 0.533 1.561 3.621 -0.566
O 0.626 2.507 4.696 -0.058
P 1.513 2.319 2.288 0.508
O 0.805 3.696 1.942 -0.104
O 2.870 2.770 2.957 -0.070
O 1.798 1.452 1.106 -0.272
P -1.197 1.347 2.974 0.396
O -1.854 2.733 3.531 -0.138
O -1.913 0.188 3.528 -0.247
O -1.047 1.573 1.468 -0.381
H 2.160 0.352 4.364 0.090
H 1.036 -0.507 3.278 0.073
H 0.540 -0.120 4.929 0.095
H -0.181 3.041 4.682 0.081
H -0.068 3.547 1.537 0.047
H 2.707 3.205 3.808 0.098
H -2.659 2.521 4.019 0.085
C -2.197 -2.531 -2.424 0.043
C -2.183 -1.614 -1.235 -0.465
O -1.456 -0.598 -1.239 -0.059
N -2.998 -1.894 -0.233 0.124
C -3.054 -1.127 0.992 -0.101
C -3.931 0.090 0.882 -0.250
C -4.710 0.479 1.968 -0.024
C -5.442 1.649 1.883 -0.060
C -5.377 2.391 0.711 -0.060
C -4.590 1.912 -0.322 -0.128
N -3.881 0.787 -0.251 0.121
H -1.172 -2.803 -2.673 0.069
H -2.628 -1.988 -3.268 0.088
H -2.777 -3.435 -2.253 0.089
H -3.483 -2.774 -0.267 0.154
H -2.047 -0.833 1.273 0.077
H -3.405 -1.779 1.788 0.142
H -4.719 -0.124 2.866 0.117
H -6.054 1.976 2.713 0.109
H -5.923 3.318 0.597 0.102
H -4.521 2.463 -1.255 0.099
C 4.792 -0.023 -4.129 -0.088
C 3.781 -0.607 -3.137 -0.592
C 3.227 -1.921 -3.702 -0.079
C 4.502 -0.892 -1.815 -0.081
Si 2.346 0.603 -2.833 0.491
O 1.420 0.056 -1.627 -0.334
C 3.086 2.302 -2.478 -0.215
C 3.068 3.379 -3.364 -0.110
C 3.642 4.601 -3.033 -0.092
C 4.236 4.778 -1.793 -0.090
C 4.261 3.722 -0.891 -0.073
C 3.699 2.502 -1.236 -0.097
C 1.285 0.644 -4.400 -0.185
C 0.052 -0.012 -4.354 -0.081
C -0.734 -0.163 -5.490 -0.110
C -0.314 0.365 -6.703 -0.103
C 0.903 1.032 -6.772 -0.087
C 1.693 1.157 -5.637 -0.100
H 5.615 -0.729 -4.281 0.085
H 5.218 0.917 -3.770 0.077
H 4.341 0.160 -5.108 0.067
H 4.041 -2.644 -3.831 0.086
H 2.757 -1.773 -4.677 0.079
H 2.481 -2.371 -3.044 0.059
H 5.259 -1.671 -1.962 0.086
H 3.809 -1.232 -1.044 0.059
H 5.015 -0.005 -1.436 0.073
H 2.590 3.276 -4.330 0.074
H 3.620 5.419 -3.744 0.100
H 4.675 5.732 -1.530 0.099
H 4.715 3.850 0.084 0.104
H 3.715 1.698 -0.510 0.089
H -0.279 -0.424 -3.407 0.081
H -1.667 -0.714 -5.438 0.095
H -0.921 0.245 -7.592 0.103
H 1.246 1.437 -7.716 0.102
H 2.654 1.648 -5.731 0.092
F 2.392 -6.933 1.854 0.091
C 1.989 -6.202 0.809 -0.185
C 1.976 -4.869 0.861 0.054
N 1.595 -4.089 -0.209 0.016
C 1.454 -2.656 -0.021 -0.041
C 0.266 -2.302 0.872 -0.582
O -0.452 -3.180 1.315 0.092
O 0.124 -1.037 1.114 -0.110
C 1.088 -4.658 -1.353 -0.447
O 0.625 -4.019 -2.280 0.066
N 1.157 -6.036 -1.388 0.221
C 1.551 -6.916 -0.380 -0.398
O 1.507 -8.114 -0.530 0.103
H 2.285 -4.341 1.752 0.157
H 1.330 -2.179 -0.990 0.101
H 2.367 -2.254 0.419 0.139
H 0.818 -6.462 -2.239 0.168
C -0.275 4.442 -4.018 -0.037
N -1.218 3.394 -3.713 -0.133
C -2.117 2.869 -4.738 -0.083
C -2.912 1.789 -3.985 -0.101
N -2.237 1.755 -2.696 0.055
C -1.290 2.678 -2.588 -0.697
S -0.311 2.957 -1.219 0.834
H 0.276 4.188 -4.926 0.093
H 0.429 4.543 -3.197 0.051
H -0.796 5.390 -4.170 0.096
H -1.532 2.450 -5.561 0.107
H -2.754 3.663 -5.128 0.126
H -2.851 0.821 -4.480 0.094
H -3.963 2.057 -3.863 0.117
H -2.500 1.147 -1.933 0.082
```

Summary:
HOMO-LUMO gap = 0.3273 Ha
Lowest unoccupied orbital energy = 0.230 eV
Relative energy (zero: lowest compared OMol25 entry of this formula, charge and spin) = 2.4 kcal per mole



No. 4
The following is a DFT calculation (ωB97M-V/def2-TZVPD) of a cluster of 2 separate species, C36H48N2O4S3 in total.

```
93
Properties=species:S:1:pos:R:3:lowdin_charge:R:1
C 3.688 -4.777 0.273 -0.125
C 2.602 -5.551 -0.509 -0.238
C 1.157 -4.950 -0.425 -0.205
C 0.967 -3.874 0.665 -0.207
C -0.496 -3.321 0.545 -0.201
C -1.510 -4.029 1.494 -0.191
C -2.269 -2.921 2.274 -0.217
C -3.218 -2.162 1.342 -0.218
C -3.764 -0.843 1.931 -0.196
C -2.677 0.209 2.189 -0.138
C -2.080 0.831 0.917 -0.155
C -2.561 0.507 -0.328 0.005
C -1.980 1.048 -1.465 -0.284
C -0.923 1.910 -1.306 -0.454
C -0.438 2.248 -0.063 -0.066
C -1.004 1.721 1.083 -0.162
C -0.504 2.013 2.496 -0.139
C 0.658 3.021 2.580 -0.248
C 2.030 2.363 2.810 -0.502
S 2.757 1.746 1.270 0.915
C 4.415 1.270 1.717 -1.089
S 5.114 1.836 3.081 0.712
N 5.133 0.361 0.908 -0.260
C 4.721 -1.036 1.118 -0.248
C 5.436 -1.678 2.335 -0.078
C 5.161 0.749 -0.517 -0.245
C 6.575 0.497 -1.116 -0.076
S -0.207 2.537 -2.823 1.022
C -0.290 1.044 -3.810 -0.447
C 0.727 0.666 -4.653 -0.102
C 0.613 -0.515 -5.367 -0.096
C -0.513 -1.286 -5.196 -0.099
C -1.536 -0.889 -4.362 -0.029
C -1.440 0.290 -3.644 -0.276
N -2.447 0.737 -2.765 0.097
H 3.619 -3.691 0.160 0.044
H 3.662 -5.062 1.331 0.076
H 4.669 -5.066 -0.128 0.070
H 2.561 -6.573 -0.114 0.097
H 2.900 -5.583 -1.563 0.095
H 0.893 -4.515 -1.397 0.104
H 0.448 -5.759 -0.206 0.109
H 1.054 -4.297 1.672 0.109
H 1.632 -3.021 0.503 0.089
H -0.821 -3.517 -0.487 0.099
H -0.492 -2.231 0.669 0.101
H -1.030 -4.739 2.176 0.104
H -2.261 -4.551 0.886 0.105
H -1.505 -2.277 2.733 0.100
H -2.834 -3.352 3.114 0.112
H -2.798 -2.019 0.340 0.091
H -4.094 -2.815 1.187 0.118
H -4.214 -1.101 2.903 0.114
H -4.590 -0.460 1.318 0.107
H -1.832 -0.280 2.692 0.099
H -3.045 1.007 2.847 0.118
H -3.391 -0.176 -0.483 0.114
H 0.415 2.917 0.002 0.082
H -1.358 2.280 3.127 0.112
H -0.131 1.050 2.882 0.116
H 0.707 3.719 1.737 0.097
H 0.483 3.655 3.461 0.114
H 2.698 3.143 3.197 0.046
H 1.982 1.607 3.602 0.086
H 3.627 -1.145 1.185 0.102
H 5.059 -1.594 0.235 0.108
H 5.709 -2.719 2.121 0.063
H 6.349 -1.130 2.572 0.068
H 4.728 -1.707 3.170 0.068
H 4.939 1.806 -0.674 0.106
H 4.480 0.083 -1.066 0.109
H 7.181 -0.132 -0.454 0.072
H 7.128 1.428 -1.284 0.067
H 6.520 -0.022 -2.081 0.066
H 1.597 1.315 -4.721 0.108
H 1.444 -0.794 -6.008 0.106
H -0.618 -2.235 -5.719 0.107
H -2.444 -1.477 -4.228 0.115
H -3.246 0.116 -2.740 0.132
C -5.877 5.793 -0.167 0.074
C -5.887 4.464 -0.015 -0.234
C -4.830 3.593 -0.628 -0.296
O -4.884 2.391 -0.437 0.106
C -3.792 4.227 -1.427 0.090
C -3.784 5.557 -1.581 -0.229
C -4.825 6.431 -0.946 -0.315
O -4.754 7.635 -1.109 0.109
O -2.856 6.184 -2.303 0.116
O -6.829 3.833 0.687 0.110
H -6.632 6.431 0.271 0.136
H -3.045 3.586 -1.878 0.114
H -3.076 7.133 -2.253 0.120
H -6.602 2.884 0.641 0.117
```

Summary:
HOMO-LUMO gap = 0.2346 Ha
SMILES string = CCCCCCCCCCc1cc2c(cc1CCCSC(=S)N(CC)CC)Sc1ccccc1N2.O=C1C=C(O)C(=O)C=C1O
Lowest unoccupied orbital energy = -1.401 eV